No. 1
The following is a DFT calculation (wB97M-V/def2-TZVPD) of C29H24BeN4S2Te2 as an isolated structure.

```
! RIJCOSX wB97M-V def2-TZVPD def2/J DEFGRID3
* xyz 0 1
Be 0.63341 1.18172 -1.27606
N 3.21901 0.85272 -4.28606
C 2.52581 0.78372 -3.14146
S 0.85991 0.34422 -3.21406
N 3.13641 1.01022 -2.00786
N 2.28111 1.05852 -0.98846
C 2.58991 0.82632 0.26494
C 3.93721 0.51982 0.73634
C 4.15171 -0.33638 1.82064
C 5.43511 -0.63288 2.23544
C 6.53011 -0.11548 1.56054
C 6.32781 0.70502 0.46354
C 5.04891 1.02662 0.05754
C 1.39291 0.78712 1.06384
C 1.33121 0.85732 2.45994
C 0.11481 0.74182 3.09144
C -1.03919 0.59612 2.32054
C -0.91909 0.63002 0.95234
N 0.25441 0.71132 0.32544
H 2.78871 0.58932 -5.15256
H 4.16321 1.19182 -4.25996
H 3.30791 -0.79568 2.31634
H 5.58211 -1.27698 3.08964
H 7.53121 -0.36928 1.87514
H 7.17211 1.09382 -0.08646
H 4.89991 1.66732 -0.79386
H 2.23301 1.02952 3.02514
H 0.04671 0.79732 4.16564
H -2.00669 0.50252 2.78544
H -1.78409 0.59072 0.30904
Te -0.76749 -2.61998 -1.51056
C -2.10309 -4.06388 -0.63906
C -2.30559 -4.12158 0.73074
C -3.24449 -4.99248 1.26014
C -3.98569 -5.80848 0.42124
C -3.77289 -5.76398 -0.94566
C -2.83439 -4.89488 -1.47216
C -2.34649 -1.19348 -1.66746
C -3.35309 -1.11528 -0.71756
C -4.27959 -0.08718 -0.76766
C -4.20819 0.87232 -1.76406
C -3.23189 0.76962 -2.73966
C -2.31229 -0.26218 -2.69166
H -1.73099 -3.47768 1.38594
H -3.41119 -5.02678 2.32904
H -4.73499 -6.47008 0.83234
H -4.34979 -6.39618 -1.60276
H -2.66959 -4.84848 -2.53976
H -3.41359 -1.86338 0.05974
H -5.04269 -0.03108 -0.00586
H -4.90799 1.69252 -1.78686
H -3.17279 1.49982 -3.53386
H -1.55259 -0.34298 -3.45236
Te -0.57579 3.19952 -1.73966
C -0.90799 4.05482 0.14404
C -0.06159 4.21592 1.19674
C -0.59569 5.01642 2.23214
C -1.84679 5.45882 1.95354
S -2.39739 4.88712 0.42594
H 0.92011 3.77602 1.22494
H -0.06299 5.27802 3.13164
H -2.48599 6.09102 2.53654
*
```

## Properties
- HOMO-LUMO gap: 5.75 eV

---

No. 2
The following is a DFT calculation (wB97M-V/def2-TZVPD) of a 4-piece molecular cluster, C24H34N4O2 overall.

```
! RIJCOSX wB97M-V def2-TZVPD def2/J DEFGRID3
* xyz 0 1
C 2.56986 4.76231 1.63971
C 0.92823 4.98173 1.71963
C 0.16001 3.54179 1.51048
C -0.10555 2.69658 2.88969
C 1.09913 1.67206 3.32183
C 1.43525 0.50946 2.18854
C 0.66438 -0.91293 2.44547
C 0.81680 -2.01986 1.24663
N 1.02411 -1.44820 -0.13762
C 2.48219 -1.28247 -0.49983
O 2.79560 -0.49272 -1.56401
O 3.63552 -1.85462 0.22696
H 2.81031 3.75986 1.08013
H 3.10671 5.66589 1.10937
H 3.03618 4.67820 2.71739
H 0.62524 5.73298 0.84499
H 0.62137 5.53901 2.72213
H -0.91124 3.80760 1.05608
H 0.72991 2.96136 0.66948
H -1.12634 2.12808 2.77306
H -0.23307 3.46814 3.77225
H 0.69789 1.06992 4.27120
H 2.10301 2.20000 3.62754
H 2.60384 0.29494 2.30287
H 1.19447 0.87693 1.10426
H -0.46771 -0.75273 2.71470
H 1.16155 -1.38778 3.42146
H -0.22311 -2.60576 1.20613
H 1.61402 -2.86155 1.53252
H 0.45323 -0.59504 -0.32147
H 4.47987 -1.47073 -0.17935
C -4.23842 -5.93434 1.95727
C -4.58053 -4.96407 1.02130
C -3.64334 -3.99104 0.71303
N -2.41513 -3.92688 1.27225
C -2.11231 -4.88135 2.17875
C -2.98015 -5.89600 2.54922
H -4.94640 -6.71379 2.22348
H -5.55337 -4.96562 0.54291
H -3.86170 -3.21391 -0.01363
H -1.12024 -4.80638 2.61519
H -2.68294 -6.63787 3.28173
C 3.64895 4.67002 -2.24899
C 4.89063 4.98017 -2.79354
C 5.69908 3.93805 -3.21844
N 5.35300 2.63499 -3.13125
C 4.14238 2.36483 -2.59658
C 3.26337 3.33729 -2.14760
H 2.98724 5.46014 -1.90620
H 5.22089 6.00864 -2.88539
H 6.67585 4.12894 -3.65336
H 3.88883 1.31018 -2.53558
H 2.30202 3.06269 -1.72848
C -3.53202 -2.84111 -4.32597
C -3.45735 -2.29516 -3.04892
C -4.64086 -2.03498 -2.37679
N -5.86622 -2.27745 -2.89163
C -5.90691 -2.80597 -4.13399
C -4.77957 -3.10384 -4.88250
H -2.62571 -3.05986 -4.88310
H -2.50063 -2.07783 -2.58771
H -4.63506 -1.61199 -1.37644
H -6.90341 -2.98938 -4.52598
H -4.87158 -3.52955 -5.87526
*
```

## Properties
- Energy above the lowest of the compared OMol25 structures with the same formula, charge and spin: 188.3 kcal per mole
- HOMO-LUMO gap: 9.88 eV
- SMILES: CCCCCCCCNC(=O)O.c1ccncc1.c1ccncc1.c1ccncc1

---

No. 3
The following is a DFT calculation (wB97M-V/def2-TZVPD) of C3H4AgLiO3 as an isolated structure.

```
! RIJCOSX wB97M-V def2-TZVPD def2/J DEFGRID3
* xyz 1 2
O 0.95019 -0.93379 -0.74473
C 0.78563 0.44100 -0.59510
C -0.62861 0.89031 -0.41753
O -1.52106 0.92497 2.03635
C -1.41667 -0.23571 2.22888
O -1.16359 -1.31146 1.82706
Ag 2.81975 -1.86276 -2.03216
Li -0.13676 -1.98427 0.21679
H 1.18106 1.00255 -1.47473
H 1.37935 0.81758 0.26439
H -1.42246 0.28640 -0.87037
H -0.82684 1.96516 -0.43886
*
```

## Properties
- Energy above the lowest of the compared OMol25 structures with the same formula, charge and spin: 39.5 kcal per mole
- HOMO-LUMO gap (alpha / beta): 5.79 / 7.60 eV
- Expectation value of S²: 0.754

---

No. 4
The following is a DFT calculation (wB97M-V/def2-TZVPD) of a 4-piece molecular cluster, C2H11O4 overall.

```
! RIJCOSX wB97M-V def2-TZVPD def2/J DEFGRID3
* xyz -1 1
C -0.62401 -0.06608 -0.76605
O -0.22771 0.38188 0.49686
C -0.27618 -1.49450 -1.21285
H -1.76780 0.16754 -0.92791
H -0.21472 0.72094 -1.50938
H -0.79194 -1.80824 -2.01219
H 0.80693 -1.50625 -1.29880
H -0.47246 -2.22623 -0.39892
H -1.76611 0.89954 2.42472
H -1.30679 1.04278 1.06707
O -2.17153 1.40801 1.72040
H 1.44878 -1.11810 2.22754
H 0.00593 -0.91187 1.51985
O 0.61045 -1.64048 2.02238
H 1.47733 1.87335 -1.30576
H 2.85003 2.35969 -0.60009
O 2.41980 1.91804 -1.44687
*
```

## Properties
- Energy above the lowest of the compared OMol25 structures with the same formula, charge and spin: 34.1 kcal per mole
- HOMO-LUMO gap: 8.14 eV

---

No. 5
The following is a DFT calculation (wB97M-V/def2-TZVPD) of C40H52BN9O2Pt as an isolated structure.

```
! RIJCOSX wB97M-V def2-TZVPD def2/J DEFGRID3
* xyz 0 3
Pt 1.12280 -1.19951 -0.58741
C 1.35605 3.75447 -2.85944
C 1.04842 2.29482 -2.91217
C 0.27126 1.60096 -3.81866
C 0.31576 0.25645 -3.41490
N 1.06483 0.16544 -2.32055
N 1.51541 1.41070 -2.01303
B 2.48073 1.59109 -0.81489
N 1.69047 1.52114 0.51558
N 1.34737 0.30670 1.01312
C 0.78345 0.49204 2.19935
C 0.75324 1.86869 2.47545
C 1.34536 2.48329 1.38984
C 1.58738 3.93565 1.14378
C 0.33012 -0.62610 3.11088
C -1.19919 -0.61991 3.18289
C 0.81676 -1.99708 2.64501
C 0.90506 -0.36284 4.50939
N 3.54701 0.46802 -0.83231
N 3.20438 -0.85320 -0.76286
C 4.31978 -1.56951 -0.78158
C 5.41830 -0.69315 -0.86111
C 4.88930 0.57923 -0.88978
C 5.59858 1.89089 -0.97304
C 4.39625 -3.08229 -0.73589
C 3.03460 -3.76771 -0.64900
C 5.10617 -3.56417 -2.00866
C 5.22670 -3.48493 0.48979
C -0.31371 -0.91541 -4.13477
C 0.05010 -0.80761 -5.62211
C -1.83917 -0.84047 -3.97910
C 0.18900 -2.26283 -3.62044
H 1.02388 4.22932 -3.78102
H 2.42355 3.94016 -2.73773
H 0.84060 4.23869 -2.02824
H -0.23156 2.01480 -4.67924
H 3.02297 2.65699 -0.89712
H 0.38366 2.35804 3.36305
H 1.36124 4.50117 2.04605
H 0.94894 4.31350 0.34282
H 2.62204 4.13147 0.86037
H -1.63725 -0.86082 2.21047
H -1.56547 0.36278 3.48129
H -1.54607 -1.35824 3.91336
H 0.40631 -2.27515 1.67449
H 0.47940 -2.75426 3.35888
H 1.90922 -2.03571 2.59962
H 0.56648 0.59487 4.91238
H 1.99731 -0.35236 4.48436
H 0.58360 -1.15052 5.19647
H 6.46543 -0.95424 -0.89868
H 6.67265 1.71724 -1.02775
H 5.39420 2.51163 -0.09881
H 5.29495 2.45326 -1.85744
H 2.40222 -3.53345 -1.50939
H 2.49592 -3.49466 0.26294
H 3.18433 -4.85112 -0.63381
H 4.53560 -3.28823 -2.89932
H 5.20903 -4.65279 -1.98868
H 6.10352 -3.12880 -2.09764
H 4.74947 -3.14133 1.41127
H 6.23068 -3.05783 0.44870
H 5.32052 -4.57346 0.53549
H -0.32518 0.11797 -6.06446
H -0.38819 -1.64475 -6.17216
H 1.13399 -0.83503 -5.75880
H -2.22293 0.12867 -4.30715
H -2.13256 -0.98507 -2.93583
H -2.31663 -1.61980 -4.57918
H 1.27248 -2.35624 -3.74269
H -0.28660 -3.06157 -4.19668
H -0.07141 -2.43351 -2.57532
C -3.96275 1.55892 5.86472
O -4.61355 2.38588 4.91791
C -5.02827 1.80576 3.75916
C -5.67445 2.64656 2.85959
C -6.15022 2.13886 1.66843
C -5.94038 0.80605 1.33152
C -5.31335 -0.03458 2.23240
C -4.86606 0.45865 3.45501
N -6.56405 0.35429 0.11508
N -5.97723 -0.40721 -0.65184
C -4.59111 -0.73924 -0.45064
C -4.28133 -2.06983 -0.51892
C -2.95708 -2.52855 -0.42211
C -1.90130 -1.64548 -0.32537
O -0.66877 -2.09828 -0.37022
C -2.20720 -0.23989 -0.26127
N -1.16288 0.62358 -0.14654
C -1.39798 1.90864 -0.16201
C -2.69256 2.45711 -0.32433
C -3.75502 1.60512 -0.41693
C -3.54792 0.20706 -0.34891
H -3.69525 2.20218 6.69583
H -3.05899 1.11269 5.44704
H -4.62327 0.76577 6.22171
H -5.81919 3.68595 3.12814
H -6.69664 2.77090 0.97746
H -5.17635 -1.08280 1.99650
H -4.40185 -0.21841 4.15379
H -5.09251 -2.77599 -0.66549
H -2.73282 -3.58640 -0.49421
H -0.53045 2.56400 -0.05290
H -2.82843 3.53062 -0.37693
H -4.76371 1.99354 -0.55396
*
```

## Properties
- HOMO-LUMO gap (alpha / beta): 7.53 / 6.54 eV
- Expectation value of S²: 2.005

---

No. 6
The following is a DFT calculation (wB97M-V/def2-TZVPD) of a 5-piece molecular cluster, C6H14O9 overall.

```
! RIJCOSX wB97M-V def2-TZVPD def2/J DEFGRID3
* xyz 0 1
O 0.59741 -4.09359 1.57282
C 1.06681 -3.09168 0.96553
O 1.22371 -1.89652 1.41421
C 1.78816 -1.04750 0.39277
C 1.68772 -1.85276 -0.82836
O 1.47963 -3.12484 -0.31696
H 1.07371 -0.23746 0.24623
H 2.83455 -0.86847 0.63999
H 2.59451 -1.59621 -1.37610
H 0.94701 -1.48189 -1.53681
O -2.81478 6.18351 2.90040
C -2.57373 5.55013 1.85705
O -2.24785 6.03646 0.60030
C -1.87821 4.96393 -0.24570
C -1.84045 3.79878 0.79465
O -2.65681 4.23703 1.79047
H -2.61982 4.74510 -1.01396
H -0.91428 5.12057 -0.72984
H -0.80094 3.68584 1.10247
H -2.05845 2.86127 0.28312
O 1.99163 2.99761 -2.01348
H 2.18749 3.91898 -2.18360
H 1.42405 2.73513 -2.73818
O 0.75269 -8.06650 3.64828
H 0.32642 -8.70818 3.08014
H 0.30076 -7.24349 3.46216
O -0.45909 -4.43810 -4.26972
H -1.32717 -4.17055 -3.96791
H -0.08480 -4.91666 -3.53004
*
```

## Properties
- Energy above the lowest of the compared OMol25 structures with the same formula, charge and spin: 34.9 kcal per mole
- HOMO-LUMO gap: 10.79 eV
- SMILES: O=C1OCCO1.O=C1OCCO1.O.O.O

---

No. 7
The following is a DFT calculation (wB97M-V/def2-TZVPD) of a 2-piece molecular cluster, C2H5IN overall.

```
! RIJCOSX wB97M-V def2-TZVPD def2/J DEFGRID3
* xyz 1 1
C -0.09056 -1.19109 0.52122
C -0.73005 -0.15215 -0.34534
N -1.14806 -1.27778 -0.55924
I 1.87507 2.50873 -0.10728
H 0.87341 -1.44979 0.27038
H -0.57595 -1.32302 1.47801
H -0.66748 0.84892 -0.76031
H 2.29143 3.88311 0.53781
H -1.82781 -1.84693 -1.03524
*
```

## Properties
- Energy above the lowest of the compared OMol25 structures with the same formula, charge and spin: 53.1 kcal per mole
- HOMO-LUMO gap: 7.87 eV